ORCA calculation (wB97M-V/def2-TZVPD) on a 12-piece molecular cluster, C57H156N15O30P9 overall.

As for the multiplicity: 1. As for the frontier orbital gap: 7.785 eV. The value obtained for the LUMO energy is 0.021 eV. The HOMO energy is -7.763 eV. The charge is 0. For the total energy, the calculation gives -8416.20158 Ha.

Element x y z (Å)
O (4.697, 1.950, -4.889)
P (3.361, 2.576, -4.644)
N (3.492, 4.184, -4.173)
C (3.412, 4.492, -2.715)
C (4.077, 5.249, -5.024)
N (2.312, 1.837, -3.477)
C (2.658, 0.442, -2.939)
C (1.101, 2.392, -3.001)
N (2.365, 2.568, -5.988)
C (1.207, 3.447, -6.081)
C (2.633, 1.984, -7.287)
H (4.272, 5.085, -2.405)
H (3.287, 3.594, -2.110)
H (2.544, 5.143, -2.616)
H (3.897, 6.208, -4.538)
H (3.696, 5.279, -6.045)
H (5.162, 5.169, -5.084)
H (2.930, 0.441, -1.884)
H (1.795, -0.218, -3.024)
H (3.501, -0.019, -3.454)
H (0.980, 3.470, -3.113)
H (0.349, 1.878, -3.601)
H (0.909, 2.073, -1.977)
H (0.259, 2.969, -6.324)
H (1.099, 4.013, -5.156)
H (1.397, 4.223, -6.823)
H (2.905, 0.930, -7.328)
H (3.554, 2.434, -7.659)
H (1.845, 2.216, -8.004)
O (2.249, -6.363, 4.732)
P (3.208, -5.657, 3.831)
N (3.911, -6.549, 2.590)
C (5.208, -6.349, 2.019)
C (3.147, -7.608, 1.847)
N (4.543, -5.044, 4.603)
C (4.502, -3.591, 5.008)
C (5.454, -5.896, 5.418)
N (2.507, -4.405, 2.962)
C (1.089, -4.111, 2.970)
C (3.234, -3.623, 1.898)
H (5.246, -6.756, 1.009)
H (5.979, -6.862, 2.594)
H (5.347, -5.268, 2.010)
H (3.828, -8.387, 1.505)
H (2.456, -7.133, 1.150)
H (2.462, -8.149, 2.499)
H (3.766, -2.975, 4.491)
H (4.523, -3.498, 6.094)
H (5.442, -3.121, 4.719)
H (5.082, -5.993, 6.438)
H (5.511, -6.939, 5.107)
H (6.460, -5.484, 5.502)
H (0.768, -3.694, 3.924)
H (0.627, -3.422, 2.263)
H (0.469, -5.003, 2.883)
H (3.055, -4.133, 0.952)
H (4.242, -3.445, 2.273)
H (2.728, -2.659, 1.858)
O (-4.425, 0.857, -0.701)
P (-5.699, 0.084, -1.071)
N (-5.618, -1.576, -0.349)
C (-4.589, -2.484, -0.850)
C (-6.013, -1.950, 0.973)
N (-5.968, -0.338, -2.764)
C (-5.101, 0.221, -3.712)
C (-6.961, -1.424, -3.121)
N (-7.247, 0.728, -0.623)
C (-7.417, 2.156, -0.613)
C (-8.520, -0.077, -0.787)
H (-5.072, -3.433, -1.083)
H (-3.838, -2.618, -0.071)
H (-4.109, -2.044, -1.725)
H (-6.911, -1.387, 1.229)
H (-5.211, -1.795, 1.695)
H (-6.337, -2.991, 0.984)
H (-5.258, 1.296, -3.799)
H (-4.080, 0.051, -3.370)
H (-5.062, -0.377, -4.623)
H (-6.553, -2.018, -3.938)
H (-7.170, -2.098, -2.290)
H (-7.863, -1.007, -3.568)
H (-8.427, 2.497, -0.387)
H (-6.708, 2.613, 0.077)
H (-7.123, 2.456, -1.619)
H (-9.343, 0.418, -0.271)
H (-8.407, -1.118, -0.486)
H (-8.984, 0.044, -1.766)
O (-2.204, 5.927, -3.552)
P (-3.426, 5.247, -4.094)
N (-4.827, 4.973, -3.119)
C (-6.116, 4.482, -3.617)
C (-4.636, 4.711, -1.755)
N (-3.006, 3.577, -4.496)
C (-2.455, 2.703, -3.461)
C (-3.334, 2.930, -5.751)
N (-4.021, 6.030, -5.550)
C (-4.930, 7.171, -5.459)
C (-3.072, 5.960, -6.717)
H (-6.350, 5.259, -4.346)
H (-6.825, 4.628, -2.801)
H (-6.022, 3.472, -4.015)
H (-4.121, 5.480, -1.179)
H (-4.124, 3.757, -1.626)
H (-5.571, 4.652, -1.199)
H (-3.304, 2.143, -3.069)
H (-1.726, 2.006, -3.873)
H (-2.018, 3.392, -2.738)
H (-4.305, 3.320, -6.058)
H (-2.532, 3.088, -6.471)
H (-3.546, 1.863, -5.680)
H (-4.440, 8.017, -5.941)
H (-5.804, 7.026, -6.093)
H (-5.142, 7.601, -4.480)
H (-2.287, 5.221, -6.554)
H (-2.865, 6.977, -7.050)
H (-3.706, 5.584, -7.520)
C (0.371, 2.335, 4.149)
N (1.706, 1.631, 4.441)
O (1.823, 0.452, 4.178)
O (2.594, 2.341, 4.880)
H (0.312, 3.235, 4.760)
H (-0.460, 1.712, 4.480)
H (0.286, 2.779, 3.157)
C (0.023, -4.925, -2.287)
N (1.116, -5.176, -1.337)
O (0.958, -6.136, -0.707)
O (1.984, -4.276, -1.298)
H (0.183, -4.024, -2.878)
H (-0.788, -4.770, -1.575)
H (-0.142, -5.865, -2.816)
C (-1.604, -0.315, 1.157)
N (-0.985, -1.461, 0.491)
O (0.195, -1.292, 0.258)
O (-1.586, -2.458, 0.146)
H (-2.644, -0.577, 0.964)
H (-1.439, 0.665, 0.709)
H (-1.331, -0.305, 2.212)
C (-2.433, 3.094, 8.249)
C (-2.992, 1.765, 8.687)
O (-2.528, 0.993, 7.598)
P (-2.297, -0.583, 7.835)
O (-3.384, -1.191, 8.622)
O (-0.808, -0.579, 8.567)
C (0.338, -0.041, 7.938)
C (1.525, -0.047, 8.912)
O (-2.059, -1.277, 6.320)
C (-2.766, -2.369, 5.980)
C (-4.083, -1.997, 5.359)
H (-2.553, 3.826, 9.047)
H (-1.421, 3.024, 7.849)
H (-3.044, 3.441, 7.415)
H (-2.689, 1.388, 9.664)
H (-4.078, 1.846, 8.715)
H (0.659, -0.716, 7.145)
H (0.220, 0.911, 7.420)
H (2.422, 0.178, 8.336)
H (1.502, 0.653, 9.747)
H (1.572, -1.062, 9.307)
H (-2.253, -2.608, 5.048)
H (-2.757, -3.127, 6.763)
H (-4.648, -2.854, 4.993)
H (-4.695, -1.547, 6.140)
H (-4.047, -1.312, 4.512)
C (3.153, 1.403, 0.939)
C (3.848, 2.749, 1.370)
O (4.440, 3.333, 0.232)
P (6.053, 3.103, -0.100)
O (6.814, 2.141, 0.721)
O (6.053, 2.871, -1.680)
C (7.266, 2.926, -2.428)
C (8.595, 2.189, -2.048)
O (6.697, 4.569, 0.016)
C (7.445, 5.016, 1.128)
C (7.542, 6.575, 0.829)
H (2.630, 0.920, 1.764)
H (2.563, 1.554, 0.035)
H (3.907, 0.714, 0.560)
H (3.162, 3.480, 1.799)
H (4.409, 2.691, 2.302)
H (6.972, 2.427, -3.352)
H (7.412, 3.943, -2.792)
H (8.868, 2.740, -1.148)
H (8.443, 1.141, -1.792)
H (9.310, 2.439, -2.832)
H (6.767, 4.658, 1.903)
H (8.381, 4.457, 1.113)
H (8.332, 6.651, 0.082)
H (6.591, 6.872, 0.388)
H (7.769, 7.289, 1.621)
C (-0.691, -7.863, 1.440)
C (-1.892, -7.864, 0.400)
O (-3.002, -7.778, 1.225)
P (-4.399, -7.278, 0.608)
O (-4.598, -7.626, -0.850)
O (-5.440, -7.814, 1.718)
C (-6.866, -7.610, 1.316)
C (-7.770, -8.498, 2.133)
O (-4.333, -5.692, 0.926)
C (-4.629, -5.129, 2.184)
C (-3.362, -4.738, 2.864)
H (-0.974, -8.607, 2.184)
H (0.264, -8.182, 1.022)
H (-0.526, -6.870, 1.858)
H (-1.843, -6.994, -0.255)
H (-1.787, -8.839, -0.075)
H (-7.270, -6.603, 1.424)
H (-6.959, -7.922, 0.276)
H (-8.173, -7.930, 2.972)
H (-8.743, -8.728, 1.699)
H (-7.362, -9.423, 2.540)
H (-5.537, -4.527, 2.178)
H (-4.911, -5.943, 2.851)
H (-2.857, -3.823, 2.557)
H (-3.542, -4.592, 3.929)
H (-2.549, -5.464, 2.875)
C (-4.462, 7.458, 1.554)
C (-2.973, 7.800, 1.434)
O (-2.245, 6.765, 2.099)
P (-1.806, 5.306, 1.423)
O (-0.806, 4.405, 2.013)
O (-1.523, 5.806, -0.078)
C (-0.135, 6.179, -0.369)
C (-0.041, 7.533, -0.933)
O (-3.251, 4.616, 1.254)
C (-3.400, 3.202, 1.200)
C (-3.640, 2.478, 2.528)
H (-5.177, 8.227, 1.263)
H (-4.721, 6.587, 0.952)
H (-4.703, 7.130, 2.565)
H (-2.600, 7.933, 0.419)
H (-2.676, 8.628, 2.078)
H (0.330, 6.271, 0.613)
H (0.348, 5.457, -1.027)
H (0.942, 7.952, -1.147)
H (-0.615, 7.634, -1.854)
H (-0.495, 8.273, -0.273)
H (-4.392, 3.127, 0.754)
H (-2.660, 2.717, 0.564)
H (-3.765, 1.402, 2.408)
H (-2.701, 2.578, 3.072)
H (-4.480, 2.834, 3.125)
C (6.899, -5.976, -1.173)
C (7.516, -5.760, -2.540)
O (6.620, -4.804, -2.992)
P (6.925, -3.253, -3.472)
O (8.230, -2.632, -3.018)
O (5.603, -2.384, -2.941)
C (5.179, -2.383, -1.591)
C (5.895, -1.400, -0.752)
O (6.736, -3.281, -5.110)
C (7.284, -2.074, -5.714)
C (6.751, -1.936, -7.193)
H (5.829, -6.183, -1.204)
H (7.399, -6.782, -0.636)
H (7.196, -5.230, -0.436)
H (8.498, -5.286, -2.568)
H (7.391, -6.650, -3.156)
H (4.113, -2.169, -1.680)
H (5.231, -3.343, -1.077)
H (5.401, -1.319, 0.216)
H (6.927, -1.655, -0.512)
H (6.011, -0.361, -1.061)
H (7.069, -1.086, -5.307)
H (8.362, -2.232, -5.742)
H (6.726, -2.901, -7.700)
H (5.697, -1.658, -7.170)
H (7.204, -1.227, -7.886)

Atomic forces in eV per Å
-1.53 -0.23 0.09
-0.14 -0.33 0.50
-0.50 -0.41 0.53
-0.21 0.60 -1.24
0.08 -0.60 0.74
4.25 -1.10 0.09
-0.26 1.35 -0.48
-1.13 -0.89 -0.42
-0.96 0.16 -0.71
0.49 0.91 0.82
1.87 0.14 -0.31
0.22 -0.33 0.13
0.24 0.23 -0.15
-0.21 0.09 0.46
-0.33 0.02 -0.10
-0.27 -0.22 0.13
0.18 -0.24 -0.04
-0.05 0.42 0.15
-0.18 0.06 -0.25
-0.09 0.36 -0.32
0.23 -0.12 0.07
-0.85 0.40 0.09
0.13 0.32 0.32
0.08 -0.38 0.05
-0.21 -0.18 0.02
-0.08 0.07 -0.39
-0.60 -0.26 0.49
0.09 0.27 -0.48
-0.07 -0.17 0.27
0.44 0.40 -1.22
-0.38 -0.62 -0.63
-1.18 -2.29 0.06
0.16 0.72 0.36
-0.61 0.71 1.81
0.35 1.43 0.08
1.47 -0.87 -0.14
-0.92 0.27 0.22
-0.09 1.30 -0.63
-1.36 -0.72 1.58
-1.13 -0.74 1.58
-0.11 0.27 -0.02
0.37 0.16 0.07
0.87 -0.15 -0.28
-0.04 0.40 -0.58
0.55 -0.22 -0.81
0.07 0.11 0.53
-0.44 -0.60 0.41
-0.72 0.02 0.10
0.38 -0.13 -0.19
-0.20 0.29 0.24
-0.09 0.22 -0.69
-0.03 0.16 -0.42
0.11 0.12 0.39
1.14 0.13 -0.67
0.13 -0.35 -0.10
0.86 0.14 -0.21
0.22 -0.21 -0.77
0.15 0.13 -0.11
-3.06 -0.78 -1.40
-0.01 -2.79 0.50
-0.62 2.37 -1.66
-0.34 0.76 -0.01
-0.93 0.75 -0.10
-1.34 -1.18 3.43
1.71 -0.29 -0.40
1.11 1.05 -0.58
0.09 -2.52 1.13
1.11 0.29 -0.76
0.54 1.36 -0.24
0.28 -0.22 -0.17
0.10 -0.23 -0.17
0.04 -0.26 -0.10
0.17 0.23 0.45
0.01 -0.06 0.37
0.22 -0.21 -0.05
0.05 0.00 -0.81
0.42 0.50 0.14
-0.70 0.50 -0.44
0.43 -0.16 0.11
0.04 0.36 0.01
-0.25 0.15 0.44
0.04 -0.35 0.01
-0.09 0.11 0.11
-0.35 0.96 -0.14
0.44 -0.08 1.18
0.00 0.24 -0.14
0.74 -0.58 -0.77
-1.76 -0.72 0.42
-0.09 -1.22 -1.40
0.66 1.93 -1.15
1.32 1.72 -0.54
0.78 -0.42 2.16
-0.08 1.43 -0.71
-0.77 1.03 -0.35
-0.71 0.55 0.30
1.23 -1.95 2.37
0.89 0.55 -1.19
-2.66 0.10 0.30
-0.70 -0.76 -0.67
-0.08 -0.55 -0.16
-0.51 -0.10 -0.05
0.58 0.09 -0.44
0.09 -0.17 0.56
-0.34 -0.19 -0.31
0.38 -0.24 0.64
0.13 0.18 0.02
0.24 -0.55 0.42
0.19 0.29 -0.77
-0.23 -0.16 -0.46
0.40 -0.18 0.49
0.30 0.21 -0.17
-0.45 -0.22 0.44
-0.18 -0.87 0.25
0.26 0.74 0.11
1.01 -0.06 0.38
0.21 -0.34 -0.40
-0.01 0.54 1.08
-0.49 1.05 -0.56
-0.32 0.16 0.11
-0.26 -0.35 -0.08
0.48 -0.18 0.33
0.24 -0.36 -0.54
0.29 -0.86 -0.36
-0.77 0.20 0.12
0.64 5.10 -3.21
0.97 -3.20 2.98
-0.58 -2.05 0.77
0.16 -0.42 -0.01
-0.41 0.12 -0.42
-0.03 0.34 -0.22
-2.50 -0.39 0.21
2.45 0.46 -1.08
0.63 -0.25 -0.05
-0.61 0.24 0.61
-0.42 0.62 0.78
0.67 -0.49 -0.32
-0.03 -0.19 -0.14
-0.62 1.05 0.58
0.12 1.13 -0.18
0.09 -2.88 -1.30
0.92 -0.15 -0.24
1.03 -0.06 -0.40
-2.52 -0.18 -0.74
1.67 -0.37 -0.44
-0.47 -0.03 -0.21
1.81 5.00 4.21
-0.86 -1.76 -3.16
-1.90 0.01 1.11
0.39 0.22 -0.05
0.09 -0.01 0.56
-0.04 0.04 -0.06
0.44 -0.02 -0.13
-0.10 -0.42 -0.18
-0.23 -0.24 -0.19
-0.59 0.35 0.47
0.07 -0.15 0.01
-0.41 0.06 -0.09
0.29 0.05 0.09
0.72 -1.53 0.38
-0.30 -0.16 -0.33
0.17 -0.26 0.14
-0.35 0.21 -0.10
0.60 0.14 0.13
1.15 0.98 0.14
-1.77 -1.14 0.79
2.85 -0.04 -0.80
0.03 0.59 0.23
-0.98 0.19 -0.24
-0.39 -0.09 1.96
0.42 -1.24 -2.97
-1.74 1.99 1.57
-0.99 -0.91 -2.40
-1.01 0.93 -0.04
0.24 -1.36 0.26
-0.20 0.10 -0.20
-0.59 0.33 0.40
0.38 -0.09 0.40
-0.88 0.17 -0.89
1.33 -0.79 -0.57
-0.37 -0.04 -0.11
0.35 0.29 0.73
0.84 -0.46 0.27
0.17 0.08 -0.40
-0.09 -0.46 -0.01
0.87 0.81 1.23
0.16 0.39 0.45
-0.13 0.25 -0.14
0.09 -0.07 -0.02
0.10 -0.52 0.36
-0.64 0.02 -1.05
3.39 -0.07 1.20
-2.85 -0.16 0.46
0.54 0.10 -1.15
0.10 0.91 3.03
-0.93 0.48 -1.18
0.03 -1.47 -0.47
-0.98 0.15 1.52
-0.68 -0.53 -1.92
0.27 -2.28 1.47
1.22 1.85 1.11
0.09 0.29 0.28
-0.16 0.01 -0.34
-0.21 -0.13 0.26
0.10 -0.34 -0.36
-0.65 0.25 -0.59
0.89 0.36 -0.01
0.31 0.28 -0.10
0.57 0.05 0.59
0.34 -0.19 -1.00
0.32 0.13 -0.35
0.66 0.77 -0.36
-0.56 -0.31 -0.13
-0.28 0.28 -0.47
-0.29 0.09 0.12
-0.50 -0.60 -0.53
-0.24 -0.34 -0.30
-0.54 -0.18 0.72
1.86 -3.30 0.13
-2.32 1.78 -1.08
-0.15 0.92 0.37
0.67 -0.57 -0.05
0.26 -0.08 1.16
-1.20 2.03 -1.11
1.32 0.70 0.80
-2.44 -0.86 -0.15
1.71 0.28 0.32
0.36 0.36 0.02
0.26 0.01 -0.24
0.20 0.32 0.18
-0.24 0.02 0.02
-0.41 0.49 -0.46
0.64 -0.72 -0.12
-0.26 -0.32 0.33
0.32 -0.70 0.15
0.00 -0.25 -0.23
-0.03 -0.05 0.32
0.33 -0.25 -0.88
0.02 0.13 0.11
-0.17 0.03 -0.52
-0.12 0.06 0.67
0.11 0.32 -0.21
1.99 -1.42 1.65
-0.51 0.18 1.26
-1.62 4.44 -3.04
0.27 0.61 0.94
-2.25 -1.64 -0.80
2.14 -2.13 -1.93
-0.79 0.06 0.17
1.00 1.26 1.46
-0.29 1.04 2.25
0.65 0.32 -2.98
-0.91 -1.10 0.65
0.18 0.27 -0.14
-0.17 -0.92 -0.30
-0.64 0.94 -0.49
0.35 -0.73 0.29
0.47 0.06 -0.13
-0.06 0.18 0.22
0.20 -0.42 -0.47
-0.19 -0.17 0.16
0.05 -0.55 -0.18
-0.56 -0.02 -0.74
-0.27 -0.52 1.11
-0.01 0.26 0.13
0.37 -0.18 0.06
-0.11 0.16 0.25
0.59 0.12 0.63